(1)
Entry from OMol25: a molecular structure, C20H55AgN7O11 (ωB97M-V with the def2-TZVPD basis set).

Values from the calculation:
calculated total energy	-2152.349942	a.u.
E_HOMO (spin up / spin down)	-8.21 / -8.21	eV
charge	0
Kohn-Sham gap (spin up / spin down)	7.86 / 4.00	eV
multiplicity	2
lowest unoccupied orbital energy (spin up / spin down)	-0.3 / -4.2	eV
energy relative to the best compared isomer or geometry (same formula, charge and spin)	73.5	kcal/mol

Structure (XYZ):
```
94
Properties=species:S:1:pos:R:3:forces:R:3
Ag 3.022 -0.461 2.701 0.1 0.4 -0.6
N 1.205 -0.136 0.444 -0.6 -2.2 0.2
O 2.378 0.142 0.407 3.1 1.5 -0.9
O 0.783 -0.453 1.585 -1.9 -0.3 -0.5
O 0.576 -0.279 -0.620 -0.9 0.6 0.7
N 5.625 -1.774 0.541 -0.1 -0.7 2.9
O 6.740 -2.003 0.969 1.2 0.4 -0.2
O 4.845 -1.106 1.193 -0.3 1.4 0.3
O 5.213 -2.391 -0.378 -0.7 -1.2 -3.1
C 0.334 2.426 4.887 -0.4 -0.2 0.7
C 1.386 1.394 4.579 -1.7 -1.4 -0.7
C 0.803 -0.055 4.825 0.1 0.8 -0.9
O 1.735 -1.108 4.432 -1.1 0.6 2.7
C 1.444 -2.330 5.133 1.2 -1.0 -1.2
N 1.759 1.543 3.174 1.4 0.9 -0.1
H 0.722 3.418 4.658 -0.1 0.0 0.1
H 0.053 2.382 5.939 -0.1 0.2 0.1
H -0.551 2.231 4.281 -0.1 0.2 -0.1
H 2.226 1.547 5.258 0.4 -0.2 -0.4
H -0.105 -0.279 4.264 0.0 0.6 -0.5
H 0.425 -0.065 5.847 0.8 -0.6 0.5
H 0.764 -2.954 4.553 -0.5 0.3 0.1
H 1.158 -2.296 6.184 -0.2 0.7 -0.1
H 2.374 -2.896 5.085 0.1 0.0 0.2
H 1.010 1.569 2.498 -1.0 -1.3 0.3
H 1.978 2.518 3.032 1.2 0.4 0.4
C -2.566 -2.943 -2.455 -0.9 1.0 1.5
C -1.528 -3.395 -1.400 0.3 0.6 -0.4
C -1.594 -4.896 -1.153 -1.3 -0.9 -0.1
O -2.915 -5.387 -0.858 -1.1 1.1 1.0
C -2.914 -6.760 -0.542 1.1 -0.4 -1.8
N -0.105 -3.091 -1.717 -0.3 -0.9 0.1
H -2.303 -2.651 -3.472 0.4 -1.1 0.0
H -3.075 -2.034 -2.133 0.6 0.7 0.4
H -3.463 -3.538 -2.287 0.3 -0.9 -1.0
H -1.708 -2.933 -0.430 -0.8 0.3 0.0
H -1.067 -5.169 -0.238 1.1 0.0 -0.4
H -1.355 -5.428 -2.074 1.1 -0.1 0.1
H -1.948 -7.057 -0.132 -0.1 0.0 0.8
H -2.895 -7.259 -1.511 -0.2 -0.6 -0.2
H -3.760 -7.185 -0.002 0.0 0.9 0.3
H 0.349 -3.286 -0.836 0.6 -0.4 0.1
H 0.142 -2.116 -1.804 -1.0 0.5 -0.1
C 1.796 -0.464 -4.128 1.0 -0.5 -0.8
C 3.048 -1.249 -3.575 0.1 2.5 0.0
C 4.124 -0.165 -3.253 -0.9 -0.9 -0.3
O 5.326 -0.785 -2.875 0.6 0.3 0.4
C 6.374 0.075 -2.417 -0.6 0.0 -0.7
N 2.654 -1.840 -2.353 -0.6 -0.7 1.3
H 1.041 -1.195 -4.416 0.1 0.1 -0.6
H 2.147 0.201 -4.918 -0.5 -0.3 -0.6
H 1.252 0.199 -3.456 0.6 -0.1 0.8
H 3.493 -2.004 -4.223 -0.3 0.2 -0.5
H 3.698 0.434 -2.448 0.1 0.2 0.3
H 4.181 0.475 -4.133 0.7 0.2 -0.2
H 6.164 0.675 -1.531 -0.6 -0.2 0.4
H 6.577 0.821 -3.185 0.4 0.0 -0.3
H 7.244 -0.545 -2.204 -0.1 0.0 -0.2
H 1.762 -2.273 -2.544 0.1 -1.0 0.0
H 2.310 -1.039 -1.842 0.2 0.2 1.0
C -2.350 -0.033 2.063 -1.6 -0.1 -0.4
C -3.239 1.094 1.403 0.2 -0.6 1.8
C -4.297 1.598 2.401 -0.8 0.7 -1.8
O -4.932 2.766 1.775 1.0 -1.4 0.0
C -6.277 2.987 2.002 -0.8 1.3 0.0
N -2.422 2.132 0.941 1.8 1.6 0.4
H -1.802 -0.585 1.299 0.1 0.1 0.2
H -3.016 -0.704 2.604 -0.3 -0.5 -0.4
H -1.684 0.223 2.887 0.2 1.0 -0.5
H -3.763 0.800 0.494 -0.7 -1.3 0.4
H -3.954 1.959 3.371 0.3 -0.5 0.1
H -5.031 0.792 2.426 -0.2 0.0 0.7
H -6.378 4.046 1.762 -0.3 0.3 0.5
H -6.644 2.792 3.010 0.4 0.1 0.4
H -7.037 2.551 1.353 0.4 -0.9 -0.5
H -1.963 1.807 0.103 0.2 0.3 0.1
H -2.968 2.934 0.660 -0.1 0.0 -0.1
C -0.877 4.766 -3.285 -0.8 -0.7 1.9
C -0.216 4.361 -1.887 -1.2 0.0 -0.6
C -0.288 2.849 -1.601 0.4 -1.0 -1.0
O -1.641 2.349 -1.625 1.0 1.1 -0.8
C -1.947 1.223 -2.444 0.4 0.3 0.9
N 1.087 4.922 -1.741 1.7 -0.1 0.2
H -0.907 5.851 -3.383 0.4 0.0 -0.2
H -1.922 4.457 -3.243 -0.2 0.0 -0.1
H -0.473 4.254 -4.158 0.5 0.2 0.2
H -0.714 4.771 -1.009 -0.9 0.4 -0.4
H 0.192 2.489 -0.691 -0.1 0.8 0.5
H 0.335 2.330 -2.329 -0.2 -0.2 -0.7
H -1.496 1.268 -3.435 -0.2 0.3 -0.2
H -3.037 1.243 -2.430 0.1 -0.4 -0.5
H -1.550 0.328 -1.965 -0.2 -0.3 0.0
H 1.744 4.674 -2.468 0.0 -0.5 -0.2
H 1.076 5.931 -1.783 -0.3 0.1 0.2
```
Positions in Å, forces in eV/Å.

---

(2)
Entry from OMol25: a molecular structure, C3H8N4 (ωB97M-V with the def2-TZVPD basis set).

Values from the calculation:
calculated total energy	-337.941421	a.u.
E_HOMO	-6.40	eV
charge	0
Kohn-Sham gap	7.02	eV
lowest unoccupied orbital energy	0.6	eV
energy relative to the best compared isomer or geometry (same formula, charge and spin)	133.3	kcal/mol

Structure (XYZ):
```
15
Properties=species:S:1:pos:R:3:forces:R:3
N 0.506 0.433 0.939 0.4 -0.3 0.7
N 1.063 1.446 0.150 -0.7 -0.3 -1.7
C 0.109 -0.739 0.167 0.1 0.9 -1.2
N 0.469 1.277 -1.282 0.5 1.0 0.9
C -1.624 -1.325 1.619 0.3 0.1 -0.2
C 0.496 -0.627 -1.187 0.3 -1.7 1.5
N -1.068 -1.339 0.462 -0.7 -0.2 0.1
H -0.310 0.813 1.420 0.1 -0.1 -0.1
H 2.030 1.171 -0.021 -0.1 0.1 0.1
H -0.449 1.715 -1.261 0.2 0.0 0.0
H 1.093 1.763 -1.923 -0.2 0.1 0.1
H -1.176 -0.891 2.518 0.0 0.1 -0.1
H -2.567 -1.844 1.741 0.0 0.0 0.0
H 1.549 -0.671 -1.461 0.0 0.6 0.0
H -0.119 -1.183 -1.883 -0.2 0.0 -0.1
```
Positions in Å, forces in eV/Å.

---

(3)
Entry from OMol25: a molecular structure, C33H38N2P2SSrTe (ωB97M-V with the def2-TZVPD basis set).

Values from the calculation:
calculated total energy	-2769.423029	a.u.
E_HOMO	-5.48	eV
charge	0
Kohn-Sham gap	4.85	eV
lowest unoccupied orbital energy	-0.6	eV
energy relative to the best compared isomer or geometry (same formula, charge and spin)	0.0	kcal/mol

Structure (XYZ):
```
78
Properties=species:S:1:pos:R:3:forces:R:3
Sr -1.355 -1.145 -2.104 0.1 0.2 0.3
C 5.851 2.803 1.740 0.1 0.0 0.0
S 4.278 3.677 1.657 0.0 0.0 0.0
C 3.302 2.632 2.766 0.0 -0.1 0.0
C 2.853 1.306 2.161 0.0 0.1 0.0
C 1.851 1.527 1.030 0.0 -0.1 0.1
N 1.136 0.321 0.584 0.0 0.1 0.0
P 1.727 -0.773 -0.585 0.0 -0.1 -0.1
C 3.542 -0.693 -0.419 0.0 0.0 0.0
C 4.335 0.222 -1.104 0.0 0.0 0.0
C 5.712 0.226 -0.928 0.0 0.0 0.0
C 6.305 -0.683 -0.063 0.0 0.0 0.0
C 5.521 -1.602 0.623 0.0 0.0 0.0
C 4.148 -1.613 0.437 -0.1 0.0 0.0
C 1.460 0.034 -2.212 0.3 0.2 0.0
C 1.133 1.377 -2.388 -0.1 -0.3 0.4
C 0.848 1.865 -3.646 -0.2 0.3 -0.2
C 0.875 1.036 -4.751 0.0 0.2 -0.1
C 1.203 -0.303 -4.604 0.2 -0.1 0.0
C 1.510 -0.793 -3.343 -0.1 -0.2 0.2
P -0.469 -0.139 1.038 -0.3 -0.1 -0.1
C -0.298 -1.055 2.612 0.1 0.0 0.0
C -0.644 -2.401 2.587 -0.1 -0.1 0.1
C -0.464 -3.207 3.708 0.0 0.0 0.0
C 0.071 -2.667 4.865 0.0 0.0 0.0
C 0.409 -1.317 4.908 0.0 0.0 0.0
C 0.222 -0.520 3.794 0.0 0.0 0.0
C -1.310 1.396 1.531 0.2 0.0 0.0
C -1.978 1.527 2.747 0.0 0.0 0.0
C -2.671 2.690 3.047 0.0 0.0 0.0
C -2.696 3.740 2.141 0.0 0.0 0.0
C -2.049 3.610 0.920 0.0 0.0 0.0
C -1.376 2.440 0.610 0.0 0.2 0.0
H 6.532 3.337 1.078 0.0 0.0 0.0
H 5.764 1.775 1.393 0.0 0.0 0.0
H 6.260 2.821 2.749 0.0 0.0 0.0
H 2.435 3.233 3.051 0.0 0.0 0.0
H 3.888 2.460 3.671 0.0 0.0 0.0
H 2.397 0.696 2.942 0.0 0.0 0.0
H 3.721 0.749 1.803 0.0 0.0 0.0
H 2.374 1.974 0.183 0.0 0.0 0.0
H 1.103 2.256 1.353 0.0 0.0 0.0
H 3.882 0.935 -1.782 0.0 0.0 0.0
H 6.321 0.942 -1.463 0.0 0.0 0.0
H 7.378 -0.678 0.074 0.0 0.0 0.0
H 5.980 -2.317 1.293 0.0 0.0 0.0
H 3.534 -2.335 0.964 0.0 0.0 0.0
H 1.052 2.031 -1.532 0.0 0.0 0.0
H 0.526 2.892 -3.743 0.0 0.0 -0.1
H 0.600 1.435 -5.718 0.0 -0.1 0.0
H 1.229 -0.969 -5.456 0.0 0.0 0.0
H 1.776 -1.841 -3.217 0.0 0.0 0.0
H -1.077 -2.832 1.690 0.1 0.1 0.0
H -0.743 -4.252 3.674 0.0 0.0 0.0
H 0.215 -3.291 5.738 0.0 0.0 0.0
H 0.809 -0.888 5.818 0.0 0.0 0.0
H 0.458 0.535 3.848 0.0 0.0 0.0
H -1.980 0.716 3.462 0.0 0.0 0.0
H -3.196 2.770 3.990 0.0 0.0 0.0
H -3.239 4.646 2.375 0.0 0.0 0.0
H -2.101 4.402 0.184 0.0 0.0 0.0
H -0.945 2.334 -0.378 0.0 0.0 0.0
C -7.651 -3.149 -3.269 0.0 0.0 0.0
C -6.368 -2.428 -2.836 0.1 0.0 0.0
C -5.861 -1.513 -3.960 0.0 -0.1 0.1
C -5.294 -3.460 -2.466 0.0 0.0 0.0
C -6.681 -1.642 -1.628 -0.1 0.1 -0.1
N -6.981 -1.062 -0.683 0.0 0.0 0.0
H -7.438 -3.773 -4.138 0.0 0.0 0.0
H -8.424 -2.431 -3.541 0.0 0.0 0.0
H -8.036 -3.783 -2.470 0.0 0.0 0.0
H -5.769 -2.114 -4.868 0.0 0.0 0.0
H -4.886 -1.077 -3.726 -0.1 0.1 0.1
H -6.558 -0.698 -4.149 0.0 0.0 0.0
H -5.022 -4.033 -3.355 0.0 0.0 0.0
H -5.653 -4.150 -1.701 0.0 0.0 0.0
H -4.403 -2.960 -2.082 0.0 0.0 0.0
Te -2.909 1.216 -2.528 0.0 -0.2 -0.1
```
Positions in Å, forces in eV/Å.

---

(4)
Entry from OMol25: a single C4H12N2S molecule (ωB97M-V with the def2-TZVPD basis set).

Values from the calculation:
calculated total energy	-667.225936	a.u.
E_HOMO	-8.70	eV
charge	0
structure (SMILES)	C[C@@H](CS)NCN
Kohn-Sham gap	9.64	eV
lowest unoccupied orbital energy	0.9	eV
energy relative to the best compared isomer or geometry (same formula, charge and spin)	43.3	kcal/mol

Structure (XYZ):
```
19
Properties=species:S:1:pos:R:3:forces:R:3
C 0.772 1.747 -0.054 1.3 -0.1 -2.5
C 0.329 0.288 -0.219 0.9 1.3 -1.1
C 1.570 -0.533 -0.572 1.8 -2.1 0.6
S 1.048 -1.611 -1.963 -1.3 1.5 -0.4
N -0.186 -0.192 1.059 0.4 -1.6 -1.1
C -1.599 -0.081 1.035 -3.9 1.3 2.7
N -2.286 -0.710 -0.074 -0.3 -2.1 -0.3
H 1.638 1.711 0.566 1.1 0.2 0.4
H 0.149 2.434 0.414 -1.9 0.8 0.9
H 1.053 2.254 -1.034 -0.1 -0.9 1.1
H -0.379 0.252 -1.073 0.1 -0.2 0.8
H 1.761 -1.276 0.265 -0.3 1.1 -0.7
H 2.598 -0.045 -0.720 -1.9 -0.1 -0.2
H 1.950 -2.522 -1.985 1.4 -1.1 0.2
H 0.343 0.425 1.646 -0.8 0.0 1.4
H -1.875 0.980 1.098 0.0 0.4 -0.7
H -2.334 -0.411 1.906 2.7 0.1 -0.5
H -1.616 -1.266 -0.624 -0.4 0.3 0.1
H -2.937 -1.444 0.327 1.1 1.2 -0.8
```
Positions in Å, forces in eV/Å.

---

(5)
Entry from OMol25: a single C4H12N2 molecule (ωB97M-V with the def2-TZVPD basis set).

Values from the calculation:
calculated total energy	-269.088218	a.u.
E_HOMO	-9.11	eV
charge	0
structure (SMILES)	CC[C@H](N)CN
Kohn-Sham gap	10.24	eV
lowest unoccupied orbital energy	1.1	eV
energy relative to the best compared isomer or geometry (same formula, charge and spin)	17.7	kcal/mol

Structure (XYZ):
```
18
Properties=species:S:1:pos:R:3:forces:R:3
C -2.569 -0.092 0.147 -0.8 -1.3 1.6
C -1.225 -0.676 -0.197 1.0 0.5 -2.6
C 0.025 0.037 0.278 -1.1 1.3 1.1
N 0.030 1.390 -0.265 -1.7 0.5 0.4
C 1.237 -0.666 -0.193 1.1 -0.6 0.0
N 2.482 -0.031 0.207 3.9 0.0 -0.2
H -3.417 -0.766 -0.106 0.7 0.2 0.0
H -2.747 0.802 -0.398 -0.1 1.0 -0.2
H -2.684 0.062 1.251 0.2 0.2 -0.8
H -1.097 -0.652 -1.326 -0.4 -0.1 1.0
H -1.038 -1.693 0.033 -0.6 -1.3 0.6
H -0.010 0.047 1.404 0.3 0.0 -0.6
H 0.758 1.916 0.169 0.8 0.3 0.2
H -0.837 1.839 0.098 0.8 -0.2 -0.6
H 1.182 -0.856 -1.258 -0.1 0.1 -0.4
H 1.237 -1.609 0.304 -0.1 -1.1 0.2
H 3.013 0.523 -0.559 -1.6 -1.4 1.6
H 3.239 -0.746 0.590 -2.4 2.0 -1.2
```
Positions in Å, forces in eV/Å.

---

(6)
Entry from OMol25: a molecular structure, C27H42Cl3N4O3SiSr (ωB97M-V with the def2-TZVPD basis set).

Values from the calculation:
calculated total energy	-3199.925118	a.u.
E_HOMO	-4.54	eV
charge	-1
Kohn-Sham gap	6.94	eV
lowest unoccupied orbital energy	2.4	eV
energy relative to the best compared isomer or geometry (same formula, charge and spin)	0.0	kcal/mol

Structure (XYZ):
```
81
Properties=species:S:1:pos:R:3:forces:R:3
C -2.998 2.286 -1.497 -0.1 0.0 0.2
C -2.121 1.868 -2.633 1.0 0.1 -0.5
H -3.484 3.246 -1.663 0.0 0.0 0.1
H -2.421 2.327 -0.559 -0.2 -0.1 -0.3
H -3.778 1.521 -1.363 0.1 0.2 0.1
C -1.902 2.555 -3.758 -0.1 0.0 0.2
C -2.416 3.926 -4.062 -0.3 0.2 -0.3
H -1.293 2.115 -4.554 0.0 0.0 0.3
H -2.978 4.368 -3.234 0.1 -0.1 -0.2
H -3.072 3.890 -4.939 0.0 0.2 0.0
H -1.599 4.616 -4.316 -0.1 -0.1 0.1
Sr 0.098 -0.234 0.756 -0.3 -0.3 -1.0
Cl -2.018 -1.923 -0.128 0.0 -0.3 0.2
Cl -0.648 1.369 2.833 0.2 0.3 0.4
C 1.066 -2.472 -1.707 0.2 0.6 0.7
O 1.579 -1.760 -0.817 -0.5 -0.9 -1.0
N 1.785 -3.149 -2.626 0.2 0.0 0.0
C 3.237 -3.007 -2.691 -0.4 -0.1 -0.2
C 1.164 -4.003 -3.632 0.1 0.2 0.2
H -0.033 -2.604 -1.790 0.4 0.1 0.1
H 3.572 -2.359 -1.880 -0.1 -0.1 -0.1
H 3.513 -2.571 -3.663 0.0 -0.1 0.2
H 3.697 -4.002 -2.605 0.0 0.2 0.0
H 0.077 -3.969 -3.500 0.2 0.0 -0.1
H 1.521 -5.041 -3.521 -0.1 0.3 0.0
H 1.416 -3.644 -4.641 -0.1 -0.1 0.3
H -0.133 3.381 -0.714 0.3 -0.1 0.2
H 1.207 3.002 -2.987 0.0 0.0 0.2
C 0.841 3.481 -0.208 -0.2 0.1 -0.2
C 2.067 3.253 -2.355 0.1 -0.4 0.1
N 1.868 2.796 -0.992 0.3 -0.2 0.5
H 0.769 3.044 0.792 0.0 0.1 -0.2
C 2.452 1.668 -0.533 -0.9 0.2 0.0
O 2.186 1.124 0.551 0.7 0.6 -0.9
H 2.955 2.751 -2.754 -0.1 0.2 -0.1
H 3.182 1.242 -1.254 -0.2 0.1 0.3
H 1.085 4.553 -0.138 0.1 -0.3 0.0
H 2.213 4.335 -2.384 0.1 0.0 0.1
O -0.347 0.943 -1.388 1.2 0.3 1.1
C -1.287 0.625 -2.288 -1.1 -0.8 -0.2
C 0.580 0.046 -3.951 -0.1 0.0 -0.2
C -0.731 -0.124 -3.509 -0.3 0.2 0.6
H 1.254 0.685 -3.384 -0.2 0.0 0.0
C 1.012 -0.587 -5.116 -0.2 0.0 0.1
H -2.032 -0.063 -1.829 0.1 -0.1 -0.4
C -1.578 -1.031 -4.140 0.3 0.1 -0.5
H 2.020 -0.383 -5.507 -0.5 -0.3 0.2
C 0.129 -1.433 -5.789 -0.1 -0.3 -0.3
C -1.163 -1.686 -5.302 0.1 0.3 0.2
H -2.565 -1.162 -3.698 0.1 -0.1 -0.2
H 0.460 -1.927 -6.701 -0.1 0.1 0.1
H -1.861 -2.348 -5.826 0.4 0.1 0.1
Si -2.593 2.877 5.379 0.1 -0.5 1.0
Cl -3.192 3.791 3.633 -0.4 0.5 0.1
C -0.841 3.487 5.711 0.0 -0.2 -0.3
C -3.040 1.054 5.079 0.1 0.2 0.1
C -3.465 3.404 7.015 -0.4 0.1 -0.2
H -0.246 3.408 4.799 0.0 0.0 0.1
H -0.355 2.910 6.503 0.0 -0.1 -0.1
H -0.857 4.536 6.040 -0.2 -0.2 -0.1
H -3.294 4.453 7.321 0.0 -0.4 -0.3
H -3.063 2.778 7.834 0.0 0.1 -0.4
H -4.556 3.249 7.010 0.3 0.0 -0.1
H -2.650 0.745 4.103 -0.1 0.1 0.3
H -4.136 0.929 5.069 0.3 0.2 0.1
H -2.633 0.374 5.840 -0.1 0.2 -0.1
N 1.165 -2.581 4.881 0.2 -0.5 1.0
C 0.697 -1.660 4.005 0.5 -0.7 -1.8
N 0.954 -2.028 2.745 -0.5 0.9 0.7
C 1.606 -3.254 2.794 0.0 0.1 0.9
C 2.127 -4.074 1.779 -0.1 0.0 0.4
C 2.727 -5.282 2.158 -0.3 0.6 -0.3
C 2.822 -5.648 3.507 -0.1 0.2 0.9
C 2.350 -4.811 4.540 0.1 -0.2 -0.4
C 1.744 -3.621 4.154 0.0 0.0 -0.4
H 1.119 -2.511 5.901 0.0 -0.1 -0.9
H 0.188 -0.732 4.287 0.2 -0.4 -0.2
H 2.042 -3.720 0.753 0.1 -0.3 0.1
H 3.130 -5.955 1.393 -0.2 0.3 0.3
H 3.280 -6.609 3.762 -0.1 0.4 0.0
H 2.428 -5.042 5.603 0.1 -0.3 -0.3
```
Positions in Å, forces in eV/Å.